This record from the OMol25 dataset describes a 2-piece molecular cluster, CHNOS overall in a non-equilibrium geometry. The level of theory is ωB97M-V/def2-TZVPD.

Computed properties:
gap between HOMO and LUMO (alpha / beta) = 7.83 / 7.71 eV
energy = -566.7907 Eh
energy above the lowest of the compared OMol25 structures with the same formula, charge and spin = 24.93 kcal/mol
SMILES = C#N.O=S
HOMO level (alpha / beta) = -9.3 / -9.3 eV

Bonds (Å) are listed after each position.
CARTESIAN COORDINATES (ANGSTROEM)
1 S -2.82 -0.13 2.41  O2 1.463
2 O -2.64 1.25 2.85  S1 1.463
3 N 0.14 -0.43 0.23  C4 1.131
4 C 0.28 -1.11 1.12  N3 1.131, H5 1.078
5 H 0.41 -1.74 1.98  C4 1.078